Entry from the Open Molecules 2025 dataset: 13 unconnected molecules or ions with the total composition C39H112N14O15 at a distorted geometry (wB97M-V/def2-TZVPD).

Calculated values
E_HOMO (eV): -8.650
Total charge: 0
Maximum force (eV Å⁻¹): 9.36
Frontier orbital gap (eV): 8.99
Energy (Eh): -3448.0806

Last columns: bonded neighbours and bond lengths (Å).
CARTESIAN COORDINATES (ANGSTROEM)
1 C 2.81670 -2.64541 -3.53220  O2 1.206, N3 1.309, N4 1.281
2 O 1.74423 -3.19072 -3.45452  C1 1.206
3 N 3.18173 -1.75968 -4.42406  C1 1.309, H5 1.010, H6 1.010
4 N 3.79020 -2.76460 -2.70774  C1 1.281, H7 1.010, H8 1.010
5 H 2.49357 -1.51916 -5.12312  N3 1.010
6 H 4.10904 -1.36052 -4.45378  N3 1.010
7 H 3.80552 -3.35060 -1.88526  N4 1.010
8 H 4.60726 -2.17684 -2.79180  N4 1.010
9 C 2.17516 3.06852 6.16305  O10 1.213, N11 1.252, N12 1.321
10 O 1.58006 3.83236 6.89371  C9 1.213
11 N 2.83463 2.11916 6.64492  C9 1.252, H13 1.010, H14 1.010
12 N 2.43962 3.26030 4.88269  C9 1.321, H15 1.010, H16 1.010
13 H 3.47132 1.69269 5.98700  N11 1.010
14 H 3.04368 2.12503 7.63304  N11 1.010
15 H 2.18481 4.15334 4.48560  N12 1.010
16 H 2.94763 2.58935 4.32426  N12 1.010
17 C 1.38274 3.65496 -3.64981  O18 1.200, N19 1.323, N20 1.227
18 O 2.54265 3.59956 -3.34876  C17 1.200
19 N 0.35741 3.78097 -2.82254  C17 1.323, H21 1.010, H22 1.010
20 N 0.99660 3.63978 -4.81469  C17 1.227, H23 1.010, H24 1.010
21 H -0.59665 3.64752 -3.12596  N19 1.010
22 H 0.47856 3.88399 -1.82514  N19 1.010
23 H -0.00204 3.67696 -4.96104  N20 1.010
24 H 1.71689 3.72802 -5.51719  N20 1.010
25 C -1.22872 -4.87261 -0.72614  C26 1.567, O28 1.392, H29 1.090, H30 1.090
26 C 0.09613 -5.41596 -1.36169  C25 1.567, O27 1.380, H31 1.090, H32 1.090
27 O 0.51107 -6.60931 -0.80687  C26 1.380, H33 0.960
28 O -2.28102 -5.73592 -1.01856  C25 1.392, H34 0.960
29 H -1.38285 -3.93715 -1.26397  C25 1.090
30 H -1.16445 -4.82583 0.36095  C25 1.090
31 H 0.79091 -4.57808 -1.30371  C26 1.090
32 H 0.03803 -5.56922 -2.43929  C26 1.090
33 H 1.30911 -6.85341 -1.28135  O27 0.960
34 H -2.21169 -6.57898 -0.56464  O28 0.960
35 C -4.12230 -0.51615 -3.57755  C36 1.580, O38 1.452, H39 1.090, H40 1.090
36 C -3.67933 -1.22281 -2.23539  C35 1.580, O37 1.394, H41 1.090, H42 1.090
37 O -2.77262 -2.26999 -2.39612  C36 1.394, H43 0.960
38 O -3.01062 0.26408 -4.08995  C35 1.452, H44 0.960
39 H -5.06185 0.03467 -3.53326  C35 1.090
40 H -4.31708 -1.26450 -4.34575  C35 1.090
41 H -4.53098 -1.81428 -1.89932  C36 1.090
42 H -3.34948 -0.51664 -1.47340  C36 1.090
43 H -1.87669 -1.93720 -2.30586  O37 0.960
44 H -2.86070 -0.03023 -4.99134  O38 0.960
45 C -3.65919 -4.49471 2.11960  C46 1.568, H51 1.090, H52 1.090, H53 1.090
46 C -4.76717 -3.57755 1.49530  C45 1.568, C47 1.525, N50 1.440, H54 1.090
47 C -4.55885 -2.16123 2.02009  C46 1.525, O48 1.411, H55 1.090, H56 1.090
48 O -4.65309 -2.04836 3.42361  C47 1.411, C49 1.440
49 C -4.03042 -0.91014 4.04918  O48 1.440, H57 1.090, H58 1.090, H59 1.090
50 N -4.70182 -3.62655 0.05761  C46 1.440, H60 1.010, H61 1.010
51 H -2.66288 -4.05557 2.06815  C45 1.090
52 H -3.56346 -5.49911 1.70714  C45 1.090
53 H -3.85006 -4.69344 3.17420  C45 1.090
54 H -5.76024 -3.93906 1.76218  C46 1.090
55 H -5.25911 -1.52620 1.47740  C47 1.090
56 H -3.54808 -1.93906 1.67793  C47 1.090
57 H -2.99656 -0.95568 3.70693  C49 1.090
58 H -4.20492 -0.89375 5.12500  C49 1.090
59 H -4.54398 0.00064 3.74125  C49 1.090
60 H -4.48062 -4.57888 -0.19585  N50 1.010
61 H -3.82781 -3.19849 -0.21254  N50 1.010
62 C 0.11013 0.20203 -5.56494  C63 1.543, H68 1.090, H69 1.090, H70 1.090
63 C -0.54639 -1.18271 -5.74295  C62 1.543, C64 1.549, N67 1.431, H71 1.090
64 C -1.56762 -1.18675 -6.90761  C63 1.549, O65 1.426, H72 1.090, H73 1.090
65 O -2.61485 -0.26915 -6.60031  C64 1.426, C66 1.465
66 C -3.29547 0.20252 -7.80876  O65 1.465, H74 1.090, H75 1.090, H76 1.090
67 N 0.46475 -2.18048 -5.91877  C63 1.431, H77 1.010, H78 1.010
68 H 0.83455 0.23435 -4.75114  C62 1.090
69 H -0.65560 0.96030 -5.40127  C62 1.090
70 H 0.58003 0.27692 -6.54560  C62 1.090
71 H -1.00860 -1.48495 -4.80320  C63 1.090
72 H -2.06549 -2.14337 -7.06597  C64 1.090
73 H -1.04579 -0.91938 -7.82647  C64 1.090
74 H -3.81050 -0.58840 -8.35398  C66 1.090
75 H -2.62974 0.70061 -8.51362  C66 1.090
76 H -4.03347 0.94851 -7.51388  C66 1.090
77 H 0.03331 -3.03050 -6.25257  N67 1.010
78 H 0.89374 -2.43312 -5.03999  N67 1.010
79 C 0.42851 -3.98936 2.89844  C80 1.552, H85 1.090, H86 1.090, H87 1.090
80 C 1.44982 -3.54749 3.98098  C79 1.552, C81 1.595, N84 1.495, H88 1.090
81 C 0.83252 -2.99320 5.34330  C80 1.595, O82 1.413, H89 1.090, H90 1.090
82 O -0.20225 -2.07486 5.05521  C81 1.413, C83 1.410
83 C -0.84176 -1.55608 6.20018  O82 1.410, H91 1.090, H92 1.090, H93 1.090
84 N 2.53771 -4.54790 4.20324  C80 1.495, H94 1.010, H95 1.010
85 H -0.60671 -3.64890 2.87633  C79 1.090
86 H 0.35172 -5.07162 3.00282  C79 1.090
87 H 0.72253 -3.90560 1.85219  C79 1.090
88 H 1.94364 -2.71020 3.48784  C80 1.090
89 H 1.69605 -2.65327 5.91502  C81 1.090
90 H 0.40276 -3.83621 5.88435  C81 1.090
91 H -1.64361 -2.15013 6.63862  C83 1.090
92 H -1.30649 -0.62157 5.88582  C83 1.090
93 H -0.21549 -1.28150 7.04900  C83 1.090
94 H 2.16731 -5.37100 4.65644  N84 1.010
95 H 3.09908 -4.16111 4.94847  N84 1.010
96 C -6.66429 1.62926 -1.90283  C97 1.560, H102 1.090, H103 1.090, H104 1.090
97 C -6.49441 2.68522 -0.76755  C96 1.560, C98 1.517, N101 1.477, H105 1.090
98 C -5.11265 2.73505 -0.14277  C97 1.517, O99 1.445, H106 1.090, H107 1.090
99 O -4.70231 1.44843 0.37202  C98 1.445, C100 1.453
100 C -3.31203 1.35614 0.78533  O99 1.453, H108 1.090, H109 1.090, H110 1.090
101 N -6.87524 4.01500 -1.28495  C97 1.477, H111 1.010, H112 1.010
102 H -6.17761 0.69281 -1.63029  C96 1.090
103 H -6.23524 2.01773 -2.82648  C96 1.090
104 H -7.72286 1.42327 -2.06126  C96 1.090
105 H -7.08894 2.37914 0.09324  C97 1.090
106 H -5.10458 3.59498 0.52698  C98 1.090
107 H -4.45838 2.98713 -0.97733  C98 1.090
108 H -2.69188 1.91948 0.08809  C100 1.090
109 H -3.12631 0.28601 0.87711  C100 1.090
110 H -3.19992 1.80641 1.77163  C100 1.090
111 H -7.82409 4.04347 -1.62983  N101 1.010
112 H -6.87828 4.69115 -0.53467  N101 1.010
113 C 3.86992 -0.78203 4.06444  C114 1.557, H119 1.090, H120 1.090, H121 1.090
114 C 5.21080 0.00809 4.09740  C113 1.557, C115 1.586, N118 1.491, H122 1.090
115 C 6.18552 -0.19153 2.86193  C114 1.586, O116 1.428, H123 1.090, H124 1.090
116 O 6.46892 -1.58397 2.72378  C115 1.428, C117 1.391
117 C 7.31891 -1.93386 1.68024  O116 1.391, H125 1.090, H126 1.090, H127 1.090
118 N 4.86598 1.45432 4.20381  C114 1.491, H128 1.010, H129 1.010
119 H 3.26248 -0.49866 3.20490  C113 1.090
120 H 3.39639 -0.78197 5.04621  C113 1.090
121 H 4.05704 -1.84828 3.93723  C113 1.090
122 H 5.70832 -0.24258 5.03427  C114 1.090
123 H 7.11410 0.35920 3.01202  C115 1.090
124 H 5.69369 0.25388 1.99717  C115 1.090
125 H 6.94700 -1.51832 0.74371  C117 1.090
126 H 7.24771 -2.99193 1.42822  C117 1.090
127 H 8.37076 -1.70119 1.84632  C117 1.090
128 H 5.64933 2.00216 4.52992  N118 1.010
129 H 4.71063 1.80391 3.26907  N118 1.010
130 C -1.91147 6.08000 -0.76118  C131 1.517, H136 1.090, H137 1.090, H138 1.090
131 C -1.91648 5.21870 0.48777  C130 1.517, C132 1.520, N135 1.488, H139 1.090
132 C -0.55466 4.80018 1.01679  C131 1.520, O133 1.425, H140 1.090, H141 1.090
133 O 0.36068 4.28375 0.05518  C132 1.425, C134 1.445
134 C 1.59130 3.79619 0.63428  O133 1.445, H142 1.090, H143 1.090, H144 1.090
135 N -2.76540 5.95254 1.46518  C131 1.488, H145 1.010, H146 1.010
136 H -2.94144 6.37111 -0.96740  C130 1.090
137 H -1.54223 5.62033 -1.67795  C130 1.090
138 H -1.20366 6.90612 -0.69322  C130 1.090
139 H -2.31771 4.26092 0.15645  C131 1.090
140 H -0.78246 4.03842 1.76240  C132 1.090
141 H -0.06491 5.56216 1.62312  C132 1.090
142 H 2.30297 3.37416 -0.07530  C134 1.090
143 H 1.34423 3.05210 1.39150  C134 1.090
144 H 2.12644 4.59200 1.15235  C134 1.090
145 H -2.36798 6.87988 1.51215  N135 1.010
146 H -2.61801 5.52910 2.37020  N135 1.010
147 C -0.16345 0.71069 -1.86208  C148 1.534, H153 1.090, H154 1.090, H155 1.090
148 C 0.37024 -0.51215 -1.10604  C147 1.534, C149 1.557, N152 1.441, H156 1.090
149 C -0.12179 -0.57494 0.36940  C148 1.557, O150 1.462, H157 1.090, H158 1.090
150 O 0.44883 0.46442 1.22436  C149 1.462, C151 1.396
151 C 0.25347 0.24104 2.58867  O150 1.396, H159 1.090, H160 1.090, H161 1.090
152 N -0.19945 -1.50341 -1.98293  C148 1.441, H162 1.010, H163 1.010
153 H 0.38843 0.88673 -2.78541  C147 1.090
154 H 0.13316 1.55342 -1.23765  C147 1.090
155 H -1.24718 0.64096 -1.95579  C147 1.090
156 H 1.45340 -0.48954 -0.98625  C148 1.090
157 H 0.22804 -1.57134 0.63941  C149 1.090
158 H -1.20161 -0.64151 0.50227  C149 1.090
159 H 0.27391 -0.82862 2.79725  C151 1.090
160 H -0.73896 0.56537 2.90175  C151 1.090
161 H 0.98943 0.81106 3.15571  C151 1.090
162 H 0.45021 -2.25638 -2.15929  N152 1.010
163 H -0.09007 -1.03269 -2.86981  N152 1.010
164 C 4.20199 -0.19644 -0.50321  C165 1.554, H170 1.090, H171 1.090, H172 1.090
165 C 4.06510 1.25117 -1.05190  C164 1.554, C166 1.539, N169 1.466, H173 1.090
166 C 4.94875 2.24253 -0.27396  C165 1.539, O167 1.426, H174 1.090, H175 1.090
167 O 4.60361 2.39938 1.10108  C166 1.426, C168 1.455
168 C 5.05422 3.66489 1.65896  O167 1.455, H176 1.090, H177 1.090, H178 1.090
169 N 4.46489 1.23846 -2.46200  C165 1.466, H179 1.010, H180 1.010
170 H 3.63915 -0.35276 0.41705  C164 1.090
171 H 5.21330 -0.54362 -0.29152  C164 1.090
172 H 3.60301 -0.85773 -1.12934  C164 1.090
173 H 3.01388 1.53290 -0.99166  C165 1.090
174 H 4.88020 3.17071 -0.84130  C166 1.090
175 H 6.03085 2.13014 -0.34134  C166 1.090
176 H 4.55486 3.77621 2.62143  C168 1.090
177 H 4.76060 4.56112 1.11246  C168 1.090
178 H 6.13345 3.59140 1.79291  C168 1.090
179 H 3.74007 0.63339 -2.82066  N169 1.010
180 H 4.33149 2.13485 -2.90786  N169 1.010

Atomic partial charges in e from the Mulliken method, atoms 1 to 8: atom 1 (C): 0.92, atom 2 (O): -0.76, atom 3 (N): -0.38, atom 4 (N): -0.35, atom 5 (H): 0.12, atom 6 (H): 0.21, atom 7 (H): 0.20, atom 8 (H): 0.15